The following is a DFT calculation (ωB97M-V/def2-TZVPD) of C23H37EuN8PS2 as an isolated structure in a non-equilibrium geometry.

Each line ends with the Mulliken charge.
Cartesian coordinates (Å):
1 Eu -0.79 -1.23 0.19  0.47
2 S -3.04 0.40 0.82  -0.45
3 C -4.27 -0.14 -0.31  0.57
4 C -5.49 0.59 -0.21  -0.18
5 N -6.46 1.21 -0.10  -0.68
6 C -4.16 -1.14 -1.24  0.49
7 S -2.76 -2.13 -1.58  -0.42
8 C -5.29 -1.41 -2.06  -0.13
9 N -6.20 -1.65 -2.74  -0.64
10 C -1.04 -1.46 5.31  -1.15
11 N 0.11 -1.84 4.52  0.07
12 C 1.31 -1.12 4.90  -1.03
13 C -0.09 -2.09 3.14  0.48
14 N -1.19 -1.78 2.52  -0.55
15 N 0.91 -2.74 2.52  -0.24
16 C 1.43 -2.40 1.02  -0.68
17 N 2.78 -2.99 1.16  -0.89
18 N 1.46 -1.03 0.80  -0.07
19 H -0.79 -1.60 6.36  0.28
20 H -1.88 -2.10 5.07  0.40
21 H -1.33 -0.41 5.17  0.37
22 H 1.69 -1.49 5.85  0.29
23 H 1.11 -0.04 5.01  0.30
24 H 2.08 -1.23 4.14  0.36
25 H -1.85 -1.29 3.10  0.20
26 H 1.70 -2.96 3.09  0.38
27 H 2.68 -4.00 1.20  0.35
28 H 3.28 -2.77 0.31  0.38
29 H 2.28 -0.67 1.27  0.15
30 C 1.76 3.78 -1.52  -1.68
31 C 1.32 2.34 -1.78  0.35
32 C 2.51 1.39 -1.61  -1.27
33 P -0.15 1.64 -0.84  0.72
34 C -0.23 2.52 0.83  1.22
35 C -0.63 3.99 0.88  -1.71
36 C 1.04 2.25 1.63  -1.08
37 C -1.59 2.36 -1.80  0.58
38 C -1.90 1.38 -2.94  -1.31
39 C -1.45 3.77 -2.36  -1.80
40 H 2.57 4.05 -2.21  0.49
41 H 2.14 3.89 -0.50  0.24
42 H 0.95 4.50 -1.67  0.22
43 H 0.98 2.28 -2.82  0.53
44 H 2.88 1.41 -0.59  0.21
45 H 3.32 1.68 -2.28  0.49
46 H 2.22 0.36 -1.82  0.14
47 H -1.04 1.97 1.30  -0.08
48 H 0.12 4.64 0.42  0.20
49 H -0.72 4.29 1.93  0.50
50 H -1.59 4.16 0.41  0.34
51 H 1.89 2.84 1.26  0.12
52 H 1.31 1.19 1.57  -0.03
53 H 0.89 2.51 2.68  0.47
54 H -2.41 2.34 -1.09  0.37
55 H -1.09 1.36 -3.67  0.27
56 H -2.82 1.68 -3.46  0.43
57 H -2.05 0.37 -2.56  0.04
58 H -0.66 3.83 -3.12  0.28
59 H -1.24 4.51 -1.59  0.32
60 H -2.39 4.05 -2.85  0.47
61 N 0.52 -3.04 0.10  -0.55
62 C 1.07 -3.29 -1.15  0.10
63 C 1.96 -4.36 -1.40  -0.16
64 C 2.55 -4.53 -2.64  -0.55
65 C 2.28 -3.67 -3.69  -0.41
66 C 1.37 -2.64 -3.49  -1.06
67 C 0.77 -2.46 -2.26  0.54
68 H 2.16 -5.06 -0.61  0.43
69 H 3.23 -5.37 -2.79  0.34
70 H 2.76 -3.80 -4.66  0.35
71 H 1.12 -1.97 -4.31  0.38
72 H 0.06 -1.63 -2.13  0.11

Properties
- HOMO (spin up / spin down): 0.30 / -1.14 eV
- Lowest unoccupied orbital energy (spin up / spin down): 4.44 / 4.43 eV
- 2S+1: 8
- Energy relative to the best compared isomer or geometry (same formula, charge and spin): 0.0 kcal/mol
- Kohn-Sham gap (spin up / spin down): 0.1519 / 0.2048 Eh
- Expectation value of S²: 15.761
- Charge: -2

The following is a DFT calculation (ωB97M-V/def2-TZVPD) of C32H37AsFN5O7Si2Ta as an isolated structure in a non-equilibrium geometry.

Each line ends with the Mulliken charge.
Cartesian coordinates (Å):
1 Ta 0.42 0.05 0.29  1.25
2 O 3.63 -2.02 -0.09  -0.68
3 C 3.00 -0.99 -0.21  -0.66
4 N 2.46 -0.21 0.79  0.08
5 C 2.77 -0.68 2.13  -1.16
6 C 1.78 -0.06 3.07  1.06
7 C 1.99 0.00 4.44  -1.03
8 C 1.01 0.56 5.24  -0.35
9 C -0.15 1.05 4.65  -1.14
10 C -0.29 0.97 3.29  0.07
11 N 0.66 0.42 2.51  0.12
12 C 2.66 -0.45 -1.58  1.21
13 C 3.31 -0.86 -2.71  -0.77
14 C 2.91 -0.32 -3.92  -0.57
15 C 1.86 0.59 -3.95  -1.10
16 C 1.21 0.89 -2.77  -0.49
17 N 1.60 0.38 -1.60  0.43
18 H 3.79 -0.44 2.43  0.70
19 H 2.68 -1.77 2.19  0.31
20 H 2.91 -0.39 4.85  0.56
21 H 1.15 0.61 6.31  0.45
22 H -0.93 1.50 5.25  0.51
23 H -1.15 1.36 2.78  0.15
24 H 4.11 -1.59 -2.61  0.63
25 H 3.41 -0.60 -4.84  0.49
26 H 1.53 1.03 -4.87  0.53
27 H 0.34 1.54 -2.72  0.56
28 F -4.19 -2.71 -3.63  -0.35
29 C -3.63 -2.09 -2.58  0.33
30 C -3.54 -2.75 -1.38  -0.83
31 C -2.97 -2.10 -0.30  -0.39
32 C -2.47 -0.80 -0.41  -0.13
33 C -1.77 -0.17 0.76  -1.12
34 C -2.58 -0.17 -1.65  0.47
35 C -3.16 -0.80 -2.74  -1.23
36 H -3.94 -3.76 -1.29  0.51
37 H -2.91 -2.61 0.66  0.49
38 H -1.88 -0.81 1.63  0.58
39 H -2.25 0.78 1.03  0.22
40 H -2.20 0.84 -1.77  0.50
41 H -3.26 -0.31 -3.70  0.52
42 C -2.20 4.32 2.07  -1.18
43 Si -2.20 3.73 0.30  0.67
44 C -3.76 2.78 -0.06  -1.16
45 C -2.08 5.16 -0.89  -1.16
46 As -0.25 2.46 -0.11  0.32
47 Si 1.55 3.98 -0.37  0.31
48 C 1.53 4.67 -2.10  -1.04
49 C 1.31 5.33 0.89  -1.07
50 C 3.15 3.09 -0.03  -0.82
51 H -2.79 5.23 2.16  0.46
52 H -1.19 4.52 2.42  0.33
53 H -2.65 3.57 2.72  0.35
54 H -4.59 3.47 0.13  0.47
55 H -3.91 1.91 0.57  0.36
56 H -3.83 2.47 -1.11  0.31
57 H -3.02 5.72 -0.88  0.43
58 H -1.92 4.80 -1.91  0.30
59 H -1.28 5.85 -0.63  0.29
60 H 0.53 4.99 -2.39  0.28
61 H 1.88 3.93 -2.82  0.30
62 H 2.20 5.53 -2.17  0.41
63 H 0.33 5.79 0.81  0.25
64 H 2.06 6.12 0.74  0.38
65 H 1.43 4.94 1.90  0.28
66 H 3.36 2.31 -0.76  0.14
67 H 3.15 2.65 0.97  0.15
68 H 3.96 3.82 -0.08  0.48
69 O 0.20 -1.76 -0.89  -0.78
70 C 0.19 -2.53 0.14  0.60
71 O 0.26 -1.98 1.28  -0.54
72 C 0.12 -3.99 -0.01  0.32
73 C -0.05 -4.77 1.13  -0.22
74 C -0.11 -6.14 0.97  -0.76
75 C 0.01 -6.75 -0.26  -0.29
76 C 0.18 -5.94 -1.37  -0.66
77 C 0.23 -4.56 -1.27  -0.23
78 N 0.31 -6.56 -2.70  1.09
79 O 0.46 -5.81 -3.65  -0.61
80 O 0.24 -7.77 -2.76  -0.61
81 N -0.29 -6.99 2.17  1.06
82 O -0.35 -6.42 3.24  -0.61
83 O -0.28 -8.19 2.01  -0.60
84 H -0.13 -4.33 2.11  0.86
85 H -0.04 -7.83 -0.36  0.63
86 H 0.35 -3.96 -2.15  0.80

Properties
- HOMO: -10.59 eV
- Lowest unoccupied orbital energy: -3.87 eV
- Energy relative to the best compared isomer or geometry (same formula, charge and spin): 0.0 kcal/mol
- Kohn-Sham gap: 0.2469 Eh
- Charge: +1

The following is a DFT calculation (ωB97M-V/def2-TZVPD) of a 3-piece molecular cluster, C26H34BF16N2O7 overall in a non-equilibrium geometry.

Each line ends with the Mulliken charge.
Cartesian coordinates (Å):
1 C -0.79 -0.59 1.88  -1.02
2 B 0.19 -1.84 1.97  0.76
3 O -0.14 -2.85 2.79  -0.71
4 C 1.49 -1.81 1.04  0.94
5 C 2.61 -1.12 1.44  0.70
6 C 2.71 -0.40 2.76  -1.64
7 C 3.80 -1.03 3.70  -0.56
8 C 3.24 -1.72 4.96  -1.07
9 C 2.31 -2.87 4.67  0.49
10 O 2.61 -3.75 3.88  -0.58
11 O 1.12 -2.93 5.31  -0.43
12 C 3.72 -1.13 0.55  0.72
13 C 5.01 -0.42 0.93  -1.41
14 N 3.73 -1.74 -0.59  -1.51
15 N 2.63 -2.39 -0.92  1.07
16 C 2.72 -3.09 -2.22  -1.58
17 C 1.85 -2.34 -3.27  1.06
18 C 1.08 -3.33 -4.28  -0.86
19 O 2.31 -2.37 -4.52  -0.50
20 C 1.52 -2.49 -0.21  0.10
21 C 0.30 -3.28 -0.59  -1.71
22 C -0.90 -2.41 -1.03  0.55
23 C -2.01 -3.27 -1.72  -0.63
24 O -1.98 -4.61 -1.25  -0.57
25 H -0.53 0.18 2.62  0.34
26 H -1.80 -0.95 2.10  0.37
27 H -0.80 -0.19 0.87  0.18
28 H 0.59 -3.48 2.92  0.30
29 H 3.06 0.62 2.55  0.57
30 H 1.75 -0.28 3.28  0.34
31 H 4.48 -0.26 4.05  0.40
32 H 4.32 -1.79 3.11  0.43
33 H 2.80 -0.96 5.63  0.56
34 H 4.09 -2.14 5.51  0.38
35 H 0.96 -2.09 5.75  0.34
36 H 5.39 0.07 0.04  0.49
37 H 5.72 -1.21 1.21  0.32
38 H 4.86 0.28 1.74  0.29
39 H 2.34 -4.10 -2.16  0.58
40 H 3.73 -3.03 -2.62  0.43
41 H 1.30 -1.46 -2.94  0.48
42 H 0.87 -3.25 -5.36  0.51
43 H 0.14 -2.73 -4.04  -0.12
44 H -0.02 -3.89 0.26  0.67
45 H 0.46 -3.99 -1.40  0.62
46 H -1.38 -1.90 -0.19  0.19
47 H -0.58 -1.63 -1.73  -0.30
48 H -1.87 -3.27 -2.80  0.25
49 H -2.98 -2.84 -1.44  0.43
50 H -2.07 -4.61 -0.29  0.34
51 C -3.02 5.76 2.98  -0.71
52 C -4.15 4.72 2.99  0.88
53 C -4.25 3.78 4.19  0.06
54 F -3.15 3.00 4.32  -0.20
55 F -5.30 2.95 4.04  -0.26
56 F -4.10 4.00 1.84  -0.25
57 F -5.32 5.42 2.96  -0.32
58 O -1.85 5.47 2.22  -0.39
59 C -0.81 4.75 2.76  0.77
60 C -0.58 3.43 2.00  0.26
61 F -1.67 2.65 2.05  -0.22
62 F 0.44 2.74 2.57  -0.26
63 F -0.98 4.55 4.08  -0.28
64 F 0.31 5.50 2.62  -0.30
65 H -3.44 6.63 2.48  0.41
66 H -2.77 6.11 3.98  0.34
67 H -4.39 4.34 5.12  0.27
68 H -0.34 3.63 0.96  0.23
69 C -1.52 2.47 -5.64  -0.78
70 C -0.32 1.51 -5.79  0.91
71 C -0.63 0.08 -6.26  0.13
72 F -1.42 -0.59 -5.39  -0.21
73 F 0.52 -0.63 -6.33  -0.25
74 F 0.38 1.49 -4.63  -0.24
75 F 0.50 2.05 -6.73  -0.33
76 O -2.03 2.65 -4.32  -0.39
77 C -2.96 1.77 -3.82  0.63
78 C -2.39 1.03 -2.60  0.32
79 F -1.28 0.35 -2.94  -0.21
80 F -3.29 0.14 -2.12  -0.29
81 F -3.40 0.92 -4.76  -0.27
82 F -4.03 2.49 -3.42  -0.29
83 H -1.15 3.45 -5.92  0.42
84 H -2.31 2.25 -6.36  0.34
85 H -1.10 0.07 -7.24  0.28
86 H -2.14 1.73 -1.80  0.24

Properties
- HOMO: -11.39 eV
- Lowest unoccupied orbital energy: -3.70 eV
- Kohn-Sham gap: 0.2826 Eh
- Charge: +1

The following is a DFT calculation (ωB97M-V/def2-TZVPD) of a 2-piece molecular cluster, C4H4N4OS overall in a non-equilibrium geometry.

Each line ends with the Mulliken charge.
Cartesian coordinates (Å):
1 C -0.52 0.93 0.61  -0.29
2 C 0.06 2.14 0.89  -0.85
3 C 0.46 0.03 0.20  0.63
4 C 0.42 -1.36 -0.22  -0.33
5 N 1.71 0.59 0.34  -0.78
6 N -0.61 -2.07 0.10  0.54
7 N -1.52 -2.80 0.24  -0.72
8 N 1.45 1.85 0.75  0.23
9 O -1.10 -1.38 -2.74  -0.31
10 S -2.27 -2.31 -2.65  0.23
11 H -1.47 0.72 0.70  0.56
12 H -0.26 3.05 1.17  0.52
13 H 1.40 -1.84 -0.36  0.35
14 H 2.24 2.44 0.96  0.22

Properties
- HOMO (spin up / spin down): -7.85 / -7.84 eV
- Lowest unoccupied orbital energy (spin up / spin down): -1.22 / -1.23 eV
- Energy relative to the best compared isomer or geometry (same formula, charge and spin): 65.5 kcal/mol
- Kohn-Sham gap (spin up / spin down): 0.2435 / 0.2431 Eh

no.,electronic energy (eV)
1,-86661.734
2,-136425.128
3,-88972.675
4,-23051.035